No. 1
Formula: C44H52N7O2PRh
Source: the Open Molecules 2025 dataset
Level of theory: ωB97M-V/def2-TZVPD

```
107
Properties=species:S:1:pos:R:3:forces:R:3
Rh -0.2788 0.6613 0.4796 -0.234 -0.048 0.449
C 6.5969 2.1997 1.4463 -0.012 -0.008 -0.008
C 5.7020 3.0507 2.0797 0.005 0.003 0.000
C 4.3377 2.7995 2.0274 0.015 0.020 0.025
C 3.8378 1.6931 1.3419 -0.047 0.006 -0.007
C 4.7492 0.8476 0.7140 0.031 0.022 0.019
C 6.1141 1.0920 0.7644 -0.007 0.014 0.009
P 2.0298 1.2297 1.2842 0.109 -0.015 -0.035
C 1.2539 2.8045 1.7035 0.122 0.071 0.029
C 1.6637 3.9099 0.9909 -0.060 0.083 0.010
C 1.1469 5.1814 1.2366 -0.024 -0.024 0.060
C 0.1433 5.3449 2.2324 -0.020 -0.041 -0.095
C -0.3946 4.2719 2.8485 -0.127 -0.052 -0.022
C 0.0513 2.8522 2.6022 -0.008 -0.117 0.142
C 2.0253 0.0562 2.6954 -0.084 -0.047 -0.017
C 2.9254 0.1189 3.7271 -0.014 0.026 0.066
C 3.0081 -0.9166 4.6822 -0.032 -0.006 -0.001
C 2.2237 -2.0262 4.5569 0.005 0.033 -0.006
C 1.2933 -2.1395 3.4934 -0.019 -0.055 0.033
C 0.4974 -3.3026 3.3364 0.022 0.027 0.014
C -0.4002 -3.3773 2.3112 0.001 0.053 -0.089
C -0.5762 -2.2809 1.4334 0.161 -0.192 -0.061
C 0.1492 -1.1158 1.5412 0.401 -0.199 -0.027
C 1.1501 -1.0734 2.5696 -0.028 0.056 -0.096
H 7.6609 2.3985 1.4833 0.002 0.000 0.002
H 6.0656 3.9153 2.6223 0.003 0.001 -0.001
H 3.6532 3.4728 2.5285 0.025 -0.021 -0.011
H 4.3929 -0.0272 0.1893 -0.071 -0.064 -0.072
H 6.7988 0.4161 0.2668 0.002 0.000 0.002
H 2.4380 3.7985 0.2403 -0.015 -0.008 0.000
H 1.5181 6.0334 0.6827 -0.010 0.004 0.001
H -0.2242 6.3387 2.4640 0.017 0.000 0.010
H -1.1834 4.4125 3.5774 -0.018 -0.013 0.031
H 0.3513 2.4985 3.6052 0.029 -0.095 -0.102
H 3.5969 0.9641 3.8129 0.010 -0.010 -0.010
H 3.7147 -0.8339 5.4993 -0.001 0.001 0.002
H 2.3008 -2.8402 5.2702 0.000 -0.002 0.001
H 0.6164 -4.1201 4.0394 0.005 -0.002 -0.001
H -1.0030 -4.2702 2.1813 0.004 -0.004 -0.005
H -1.3274 -2.3760 0.6555 -0.050 0.025 0.015
C -3.2063 -0.1783 -2.8476 -0.005 0.030 0.023
C -2.1662 0.2995 -1.8769 0.267 -0.199 -0.221
N -2.1727 -0.0128 -0.6305 0.424 -0.437 -0.160
O -3.1862 -0.9122 -0.2589 -0.013 0.047 0.041
C -1.0942 1.1583 -2.3683 -0.144 -0.077 0.084
C -1.1032 1.7221 -3.7545 0.000 -0.013 -0.013
N -0.1051 1.4179 -1.5362 0.028 0.035 -0.235
O 0.8673 2.1512 -1.9003 -0.055 -0.033 0.016
H -3.9916 -0.7346 -2.3473 -0.002 0.002 0.013
H -2.7482 -0.8138 -3.6093 0.005 -0.005 0.008
H -3.6418 0.6789 -3.3634 -0.007 0.001 -0.008
H -3.0887 -0.9282 0.7015 -0.001 -0.021 0.031
H -1.4173 0.9872 -4.4993 -0.003 0.003 0.002
H -0.0950 2.0611 -3.9869 0.003 0.001 0.000
H -1.7712 2.5865 -3.8394 0.005 0.010 -0.006
C 2.2685 -1.9865 -1.0230 -0.031 -0.052 0.078
N 3.0043 -2.9658 -1.8398 0.004 0.004 -0.018
C 3.3543 -2.3185 -3.1072 0.005 -0.005 0.007
N 2.1809 -1.8313 -3.8355 0.005 0.012 0.009
C 1.4699 -0.8830 -2.9610 0.032 -0.011 0.037
N 1.0714 -1.5009 -1.6964 -0.125 -0.014 -0.119
C 0.2116 -2.6426 -1.9868 -0.007 0.021 -0.023
N 0.8813 -3.6399 -2.8389 0.007 0.003 0.001
C 2.0936 -4.0742 -2.1356 0.005 -0.008 0.001
C 1.2953 -2.9711 -4.0756 -0.010 0.001 0.002
H 2.9112 -1.1325 -0.8240 0.089 0.075 0.034
H 1.9851 -2.4443 -0.0730 -0.001 0.003 -0.009
H 3.8888 -3.0373 -3.7349 0.001 0.000 -0.004
H 4.0142 -1.4729 -2.9003 0.001 -0.001 0.000
H 0.5777 -0.5261 -3.4776 -0.008 -0.004 -0.011
H 2.1068 -0.0232 -2.7495 -0.004 0.011 -0.004
H -0.6922 -2.2885 -2.4908 0.003 -0.005 -0.009
H -0.0733 -3.1184 -1.0479 0.000 0.000 -0.001
H 2.6174 -4.8069 -2.7558 0.000 -0.004 -0.001
H 1.8031 -4.5506 -1.1966 -0.001 0.001 0.002
H 0.4033 -2.6188 -4.5996 0.000 0.000 -0.001
H 1.8121 -3.6954 -4.7118 0.002 -0.001 -0.001
C -3.8826 2.3904 -0.3060 -0.018 -0.059 0.274
C -3.1272 3.4978 0.4460 -0.088 0.030 -0.006
C -1.8135 3.8388 -0.2451 0.047 -0.028 0.062
C -3.1409 3.1330 1.9341 -0.103 0.115 -0.209
C -4.2219 3.6690 2.6371 -0.031 -0.014 -0.004
C -4.5118 3.3099 3.9393 0.076 -0.044 -0.050
C -3.7487 2.3132 4.5215 -0.011 0.005 -0.062
C -2.6603 1.7462 3.8618 0.006 -0.073 0.100
C -2.0407 0.5306 4.5411 -0.052 0.034 0.031
C -2.2118 -0.6984 3.6495 -0.066 0.126 0.041
C -0.6005 0.6726 5.0239 0.001 -0.001 -0.026
C -2.2701 2.2307 2.5862 0.051 0.001 0.022
N -0.9898 1.9105 2.0540 0.357 0.112 -0.326
H -3.8939 2.5831 -1.3832 0.010 0.036 -0.010
H -4.9136 2.3202 0.0471 -0.048 0.043 0.004
H -3.4020 1.4238 -0.1389 -0.368 0.628 0.066
H -3.7479 4.3971 0.3737 0.004 0.041 0.011
H -1.1058 3.0159 -0.2211 -0.078 0.186 -0.007
H -1.3324 4.6980 0.2156 -0.011 0.035 0.016
H -2.0166 4.0840 -1.2922 0.013 -0.014 -0.007
H -4.8519 4.3939 2.1324 -0.005 0.006 -0.009
H -5.3378 3.7652 4.4720 -0.004 -0.008 -0.004
H -4.0015 1.9489 5.5115 -0.005 -0.004 0.004
H -2.6515 0.3637 5.4347 -0.003 0.040 0.026
H -1.6783 -0.5498 2.7123 -0.167 0.054 0.209
H -3.2701 -0.8655 3.4289 -0.043 -0.016 0.030
H -1.8107 -1.5954 4.1291 0.005 0.023 -0.031
H 0.0927 0.6729 4.1870 -0.021 -0.041 0.063
H -0.3398 -0.1683 5.6725 0.000 -0.012 -0.023
H -0.4626 1.5950 5.5934 -0.006 0.005 0.015
```
Positions in Å, forces in eV/Å.

Spin multiplicity = 5
E_LUMO (alpha / beta) = 2.65 / 2.16 eV
Highest occupied orbital energy (alpha / beta) = -3.30 / -4.49 eV
ΔE to the lowest compared entry with this formula, charge and spin = 18.9 kcal/mol
Expectation value of S² = 6.0675
Kohn-Sham gap (alpha / beta) = 5.942 / 6.651 eV
Charge = -1

Mulliken atomic charge list, values in e, 99 entries: Rh -1.450; C -0.629; C -0.787; C -0.189; C 0.340; C -0.489; C -0.746; P 2.596; C 0.001; C -0.318; C -1.060; C -0.851; C -0.621; C -0.419; C -0.616; C -0.121; C -1.122; C -0.893; C 1.519; C -1.076; C -1.356; C 0.980; C -0.391; C 0.994; H 0.361; H 0.393; H 0.374; H 0.536; H 0.422; H 0.529; H 0.380; H 0.332; H 0.437; H 0.069; H 0.526; H 0.399; H 0.384; H 0.300; H 0.387; H 0.389; C -2.321; C -0.216; N 1.744; O -0.760; C 0.258; C -2.166; N 1.515; O -0.961; H 0.564; H 0.352; H 0.352; H 0.250; H 0.428; H 0.416; H 0.346; C -0.839; N 0.133; C -0.667; N 0.124; C -0.679; N 0.772; C -0.533; N 0.025; C -0.663; C -0.675; H -0.174; H 0.474; H 0.369; H 0.308; H 0.100; H 0.132; H 0.012; H 0.081; H 0.369; H 0.341; H 0.339; H 0.351; C -1.626; C 0.858; C -1.701; C 1.071; C -0.737; C -1.447; C -0.744; C 0.119; C 0.347; C -1.136; C -1.257; C -1.056; N 1.490; H 0.394; H 0.576; H 0.138; H 0.682; H -0.161; H 0.375; H 0.538; H 0.395; H 0.345

No. 2
Formula: C6H9ClS
Source: the Open Molecules 2025 dataset
Level of theory: ωB97M-V/def2-TZVPD

```
17
Properties=species:S:1:pos:R:3:forces:R:3
C 1.1428 1.6510 -1.6212 -0.170 0.837 0.480
C 0.8344 1.8660 -0.3384 -0.193 0.447 0.514
C 0.4916 0.8493 0.6862 0.161 0.187 0.653
C 0.2704 1.1787 1.9847 0.770 -1.270 -0.628
C 0.1660 -0.5915 0.3043 -0.514 0.335 0.244
Cl 1.6843 -1.6100 0.0466 -0.733 0.667 -0.154
C -0.8921 -0.7885 -0.8050 0.030 0.013 0.559
S -2.5284 -0.2446 -0.1109 1.063 0.860 -0.393
H 1.4975 0.6956 -1.9609 -0.339 -0.344 -0.309
H 1.0513 2.4907 -2.3208 0.583 -0.422 0.226
H 0.7036 2.9066 0.0359 -0.140 -0.776 -0.523
H -0.0985 0.3901 2.6504 0.130 0.371 -0.169
H 0.6549 2.0536 2.4875 -0.403 0.504 -0.367
H -0.3074 -0.9906 1.2074 0.367 -0.308 -0.299
H -0.6345 -0.3872 -1.8076 -0.308 -0.138 0.837
H -1.0620 -1.8540 -0.8399 0.159 -0.386 -0.491
H -2.0626 0.9880 0.2671 -0.462 -0.576 -0.179
```
Positions in Å, forces in eV/Å.

Spin multiplicity = 1
E_LUMO = 0.31 eV
Highest occupied orbital energy = -9.24 eV
SMILES string = C=CC(=C)[C@H](Cl)CS
ΔE to the lowest compared entry with this formula, charge and spin = 24.3 kcal/mol
Kohn-Sham gap = 9.552 eV
Charge = 0

Mulliken analysis output, partial charges in e: C -0.826; C -0.191; C 0.467; C -0.904; C -0.097; Cl -0.198; C -0.728; S -0.206; H 0.355; H 0.219; H 0.273; H 0.239; H 0.328; H 0.393; H 0.337; H 0.396; H 0.145

No. 3
Formula: C4H7NO2
Source: the Open Molecules 2025 dataset
Level of theory: ωB97M-V/def2-TZVPD

```
14
Properties=species:S:1:pos:R:3:forces:R:3
C -1.3801 -1.2234 -0.1574 -0.008 -0.002 0.032
C -0.3482 -0.1394 -0.0450 -0.043 0.354 0.120
N -0.5325 1.0001 0.5060 0.210 -0.397 -0.253
O -1.7891 1.1914 1.0278 -0.330 0.126 0.248
C 1.0005 -0.1494 -0.6971 -0.185 0.227 -0.143
C 2.0467 0.5808 -0.0004 0.153 0.248 0.025
O 2.1212 -0.8372 -0.1591 0.008 -0.201 0.081
H -2.1839 -0.9117 -0.8354 0.125 -0.028 0.089
H -0.9527 -2.1590 -0.5275 0.017 0.206 0.063
H -1.8427 -1.4030 0.8184 0.080 0.034 -0.139
H -1.6894 2.0789 1.3989 -0.308 -0.238 -0.007
H 0.9885 -0.1454 -1.7890 -0.034 0.006 0.136
H 2.7093 1.2312 -0.5643 0.285 -0.395 -0.016
H 1.8524 0.8863 1.0241 0.033 0.060 -0.237
```
Positions in Å, forces in eV/Å.

Spin multiplicity = 1
E_LUMO = 0.93 eV
Highest occupied orbital energy = -9.86 eV
SMILES string = C/C(=N\O)[C@H]1CO1
ΔE to the lowest compared entry with this formula, charge and spin = 87.9 kcal/mol
Kohn-Sham gap = 10.798 eV
Charge = 0

Mulliken analysis output, partial charges in e: C -1.138; C 0.535; N -0.400; O -0.404; C 0.003; C -0.360; O -0.429; H 0.316; H 0.331; H 0.339; H 0.384; H 0.333; H 0.255; H 0.234

spin multiplicity of number 1 (C44H52N7O2PRh)? 5

Among the records above, which one has the highest spin multiplicity? C44H52N7O2PRh